<w>
{"formula": "C7H10O3P", "method": "ωB97M-V/def2-TZVPD", "lumo_ha": 0.123, "charge": -1, "symbols": ["C", "C", "C", "C", "C", "C", "C", "O", "O", "O", "P", "H", "H", "H", "H", "H", "H", "H", "H", "H", "H"], "coordinates": [[1.6036, 0.7199, 0.8133], [-0.0240, 1.0187, 0.7481], [2.7113, 1.3432, 0.0096], [-0.8921, -0.2244, 0.8114], [-0.0518, -1.4349, 1.1061], [-0.5387, 2.3967, 0.6237], [1.2315, -1.5154, -1.5379], [3.1387, 0.4056, -0.7545], [3.0701, 2.5294, 0.0806], [2.7234, -1.9552, 0.8688], [1.6997, -1.0417, 0.2826], [-1.7307, -0.2385, 1.3852], [-1.2624, -0.3045, -0.2165], [0.1124, -1.4901, 2.1868], [-0.4486, -2.3483, 0.7748], [-1.2876, 2.3771, -0.2826], [0.2644, 3.0812, 0.4356], [-1.0906, 2.7156, 1.4733], [0.5267, -2.2177, -1.3271], [0.7332, -0.6631, -2.1794], [2.2066, -1.8812, -2.1095]], "lowdin_charge": [-0.041, -0.178, -0.728, -0.268, -0.253, -0.087, -0.170, -0.116, -0.044, -0.410, 0.656, 0.066, 0.112, 0.079, 0.044, 0.117, 0.062, 0.056, -0.051, 0.072, 0.082]}

<x>
{"formula": "C7H10O3P", "method": "ωB97M-V/def2-TZVPD", "lumo_ha": 0.123, "charge": -1, "symbols": ["C", "C", "C", "C", "C", "C", "C", "O", "O", "O", "P", "H", "H", "H", "H", "H", "H", "H", "H", "H", "H"], "coordinates": [[0.0991, 1.4718, 0.6099], [1.2757, 0.7061, 0.3399], [2.6898, 0.7924, -0.2223], [-0.8644, -0.7696, 0.2553], [-1.1388, 0.7104, 0.7110], [-2.5088, 1.3639, 0.2499], [0.9480, -1.9309, -1.3497], [3.2421, 1.8614, -0.2263], [3.0138, -0.3480, -0.6027], [1.5537, -1.8216, 1.3532], [0.9744, -1.0286, 0.2428], [0.0882, 2.5828, 0.8322], [-1.4195, -1.5508, 0.9708], [-1.3765, -0.8215, -0.6684], [-1.1545, 0.7353, 1.8726], [-2.3846, 1.6521, -0.7313], [-2.5766, 2.1843, 0.8313], [-3.2813, 0.7455, 0.3249], [1.9683, -2.4547, -1.4001], [0.2861, -2.7045, -1.2998], [0.5657, -1.3759, -2.0932]], "lowdin_charge": [-0.051, -0.143, -0.768, -0.225, -0.415, -0.034, -0.168, -0.001, -0.077, -0.363, 0.595, 0.126, 0.127, 0.051, 0.153, 0.053, 0.032, 0.025, 0.085, -0.002, 0.001]}

Energy ordering: <x> at the bottom, the next structure 0.0245 hartree above.

<w>
{"formula": "C2H11N3", "method": "ωB97M-V/def2-TZVPD", "lumo_ha": 0.029, "smiles": "NCN.CN", "symbols": ["C", "N", "H", "H", "H", "H", "H", "N", "C", "N", "H", "H", "H", "H", "H", "H"], "coordinates": [[1.6756, -0.6550, 2.6544], [1.9216, 0.5406, 1.7916], [2.0018, -0.4831, 3.6703], [2.2057, -1.4779, 2.1478], [0.6514, -1.0074, 2.6087], [1.9797, 0.1006, 0.8783], [1.1177, 1.1571, 1.6481], [-0.8836, -0.7931, -2.4518], [-1.7029, -0.0280, -1.4917], [-1.3556, 1.3358, -1.2270], [-0.4238, -0.2016, -3.1315], [-0.1753, -1.3474, -1.9833], [-2.7001, -0.0802, -1.9583], [-1.8191, -0.6757, -0.6089], [-0.4242, 1.6394, -1.0350], [-2.0690, 1.9759, -1.5117]], "lowdin_charge": [-0.184, -0.079, 0.057, 0.071, 0.054, 0.034, 0.046, -0.021, -0.387, 0.002, 0.053, 0.044, 0.101, 0.098, 0.055, 0.056]}

<x>
{"formula": "C2H11N3", "method": "ωB97M-V/def2-TZVPD", "lumo_ha": 0.025, "smiles": "NCN.CN", "symbols": ["C", "N", "H", "H", "H", "H", "H", "N", "C", "N", "H", "H", "H", "H", "H", "H"], "coordinates": [[-3.1888, -1.2527, -0.8126], [-3.6668, -1.4311, 0.5957], [-3.9158, -1.7239, -1.4877], [-2.1748, -1.6128, -1.0734], [-3.0236, -0.1855, -1.0166], [-3.1508, -2.2313, 0.9725], [-3.1189, -0.6898, 1.1079], [2.2103, 1.0927, 1.3860], [1.9082, 1.0944, -0.0352], [2.8965, 0.5472, -0.9897], [1.9998, 1.9818, 1.8363], [3.2372, 1.1014, 1.3743], [1.0051, 0.4759, -0.2003], [1.5686, 2.0945, -0.3750], [2.6385, -0.4341, -1.1400], [2.6665, 0.8813, -1.9316]], "lowdin_charge": [-0.211, -0.084, 0.062, 0.059, 0.061, 0.046, 0.066, -0.019, -0.404, -0.020, 0.060, 0.064, 0.089, 0.106, 0.061, 0.064]}

Energy ordering: <w> at the bottom, the next structure 0.0083 hartree above.

<w>
{"formula": "C2HCl2NS", "method": "ωB97M-V/def2-TZVPD", "lumo_ha": -0.068, "smiles": "N#CC(=S)Cl.Cl", "symbols": ["C", "C", "N", "S", "Cl", "Cl", "H"], "coordinates": [[-1.1654, 0.8717, -0.2947], [-1.1771, -0.5223, 0.0085], [-1.3838, 1.9895, -0.1388], [-0.7753, -0.9466, 1.5410], [-1.7769, -1.5613, -1.1547], [2.9868, 0.5863, 0.3402], [3.2917, -0.4174, -0.3016]], "lowdin_charge": [-0.360, -1.290, 0.191, 0.734, 0.711, 0.312, -0.298]}

<x>
{"formula": "C2HCl2NS", "method": "ωB97M-V/def2-TZVPD", "lumo_ha": [-0.069, -0.121], "symbols": ["C", "C", "N", "S", "Cl", "Cl", "H"], "coordinates": [[1.8944, 0.3681, -0.0820], [-1.5772, -0.1566, 0.1332], [0.7763, 0.1737, -0.3692], [3.4963, 0.6299, 0.0986], [-1.8650, -0.8587, 1.5423], [-1.6202, -1.0458, -1.3118], [-1.1047, 0.8895, -0.0111]], "lowdin_charge": [-0.927, -1.114, -0.023, 0.559, 0.776, 0.668, 0.061]}

Energy ordering: <w> at the bottom, the next structure 0.0836 hartree above.

<w>
{"formula": "C2H3FS", "method": "ωB97M-V/def2-TZVPD", "lumo_ha": [-0.098, -0.095], "symbols": ["C", "C", "F", "S", "H", "H", "H"], "coordinates": [[0.9239, 0.5426, 0.0928], [-0.0094, -0.5939, 0.1055], [1.4742, 0.5235, -1.1047], [-1.6302, 2.0490, 0.6796], [-0.4123, -0.6261, -0.8991], [-0.7888, -0.3503, 0.7265], [0.4426, -1.5447, 0.3993]], "lowdin_charge": [-0.120, -0.178, 0.008, 0.150, 0.082, -0.043, 0.101]}

<x>
{"formula": "C2H3FS", "method": "ωB97M-V/def2-TZVPD", "lumo_ha": -0.046, "symbols": ["C", "C", "H", "H", "H", "F", "S"], "coordinates": [[-0.5275, -0.2966, 0.2911], [0.5800, 0.1308, -0.4217], [-0.3334, -0.3546, 1.4237], [-1.1421, -1.1563, -0.0935], [1.1617, 1.3837, 0.1604], [-1.2421, 1.1534, 0.1030], [1.5033, -0.8603, -1.4630]], "lowdin_charge": [-0.194, -0.699, 0.143, 0.126, 0.220, -0.214, 0.617]}

<y>
{"formula": "C2H3FS", "method": "ωB97M-V/def2-TZVPD", "lumo_ha": [-0.007, -0.023], "symbols": ["C", "C", "F", "S", "H", "H", "H"], "coordinates": [[1.3053, -0.0431, -0.1670], [-1.1803, -0.0153, 0.2411], [1.3865, 0.6786, -1.2676], [2.4973, -0.6393, 0.6690], [-1.1496, 0.0122, -0.9139], [-1.3085, 0.8826, 0.7697], [-1.5509, -0.8758, 0.6687]], "lowdin_charge": [-0.760, 0.108, -0.037, 0.704, 0.035, -0.018, -0.031]}

Energy ordering: <x> at the bottom, the next structure 0.0160 hartree above.

<w>
{"formula": "C2H7S2", "method": "ωB97M-V/def2-TZVPD", "lumo_ha": 0.136, "charge": -1, "symbols": ["S", "H", "C", "C", "S", "H", "H", "H", "H", "H", "H"], "coordinates": [[-0.0676, -3.0286, 0.7233], [0.8986, -2.9316, 1.6506], [0.6687, 1.3829, -0.2672], [-0.4570, 0.4353, -0.6904], [-1.6758, 0.1426, 0.6154], [0.2562, 2.3148, 0.1186], [1.2804, 0.9268, 0.5044], [1.2985, 1.5991, -1.1396], [-0.0373, -0.5422, -0.9141], [-0.9691, 0.8137, -1.5677], [-1.1956, -1.1129, 0.9666]], "lowdin_charge": [-0.161, -0.439, -0.201, -0.669, 0.544, 0.048, 0.060, 0.057, 0.012, 0.040, -0.292]}

<x>
{"formula": "C2H7S2", "method": "ωB97M-V/def2-TZVPD", "lumo_ha": 0.139, "charge": -1, "symbols": ["C", "S", "H", "H", "H", "H", "C", "S", "H", "H", "H"], "coordinates": [[1.3572, -1.1066, 0.7294], [1.9236, 0.5993, 1.0482], [1.5773, -1.7766, 1.5574], [1.9187, -1.3770, -0.1647], [0.2975, -1.1385, 0.4890], [0.9886, 1.1491, 0.0984], [-1.6988, 0.5947, -0.6866], [-0.3540, 1.7359, -1.2883], [-1.8359, 0.6249, 0.3968], [-1.6206, -0.4212, -1.0712], [-2.5536, 1.1160, -1.1084]], "lowdin_charge": [-0.535, 0.423, 0.002, 0.003, -0.003, -0.303, -0.648, 0.124, -0.005, -0.014, -0.044]}

<y>
{"formula": "C2H7S2", "method": "ωB97M-V/def2-TZVPD", "lumo_ha": 0.136, "charge": -1, "symbols": ["S", "H", "C", "C", "S", "H", "H", "H", "H", "H", "H"], "coordinates": [[2.4386, -1.2214, -0.6759], [1.4692, -1.4574, -1.6858], [-2.8426, 0.6661, 0.5097], [-1.5161, -0.2443, 0.4952], [-0.1853, 1.0840, 0.2597], [-2.8951, 1.6547, 1.1357], [-3.6544, 0.0843, 0.8387], [-2.9782, 1.0531, -0.5599], [-1.1641, -0.7942, 1.3211], [-1.5874, -1.0076, -0.4007], [0.9089, 0.1336, -0.0185]], "lowdin_charge": [-0.254, -0.364, -0.244, -0.574, 0.468, 0.076, 0.008, 0.067, 0.010, 0.095, -0.288]}

Energy ordering: <w> at the bottom, the next structure 0.0239 hartree above.

<w>
{"formula": "C2H7S2", "method": "ωB97M-V/def2-TZVPD", "lumo_ha": 0.136, "charge": -1, "symbols": ["S", "H", "C", "C", "S", "H", "H", "H", "H", "H", "H"], "coordinates": [[2.3102, 0.6749, -0.1362], [2.1512, 0.2385, 1.1209], [-1.0100, -1.2764, 1.3291], [-1.1682, -1.1379, -0.1806], [-1.1862, 0.6064, -0.7025], [-0.0576, -0.8071, 1.5987], [-1.0281, -2.3000, 1.6887], [-1.7908, -0.6956, 1.8348], [-0.3351, -1.6125, -0.6868], [-2.0765, -1.5799, -0.5733], [0.2057, 0.7565, -0.5669]], "lowdin_charge": [-0.156, -0.435, -0.202, -0.663, 0.528, 0.042, 0.052, 0.054, 0.046, 0.035, -0.300]}

<x>
{"formula": "C2H7S2", "method": "ωB97M-V/def2-TZVPD", "lumo_ha": 0.132, "charge": -1, "symbols": ["S", "H", "C", "C", "S", "H", "H", "H", "H", "H", "H"], "coordinates": [[-3.3416, -0.4286, -1.0956], [-3.8374, 0.4196, -1.9821], [1.7125, 0.5449, 0.5930], [0.3393, -0.0527, 0.5263], [0.2516, -1.4929, -0.6668], [2.4312, -0.2548, 0.8078], [1.9148, 1.2618, 1.4029], [2.0076, 1.1273, -0.2795], [-0.0145, -0.5484, 1.4239], [-0.4166, 0.6530, 0.1967], [-1.0470, -1.2291, -0.9266]], "lowdin_charge": [-0.221, -0.492, -0.218, -0.600, 0.563, 0.056, 0.060, 0.063, 0.045, 0.042, -0.296]}

Energy ordering: <w> at the bottom, the next structure 0.0108 hartree above.

<w>
{"formula": "C2H7S2", "method": "ωB97M-V/def2-TZVPD", "lumo_ha": 0.120, "charge": -1, "symbols": ["S", "H", "C", "S", "C", "H", "H", "H", "H", "H", "H"], "coordinates": [[-1.3852, 1.9328, -2.4862], [-0.0700, 1.8047, -2.7405], [-1.0135, 0.3333, 0.5192], [-0.5412, -1.3950, 0.7290], [1.2583, -1.2556, 0.6533], [-0.2148, 0.9018, 0.0509], [-1.8877, 0.4672, -0.1029], [-1.1359, 0.8226, 1.4933], [1.7435, -1.7242, 1.5074], [1.5662, -0.2097, 0.6374], [1.6803, -1.6779, -0.2610]], "lowdin_charge": [-0.303, -0.482, -0.493, 0.693, -0.458, -0.010, -0.032, 0.022, 0.012, 0.028, 0.022]}

<x>
{"formula": "C2H7S2", "method": "ωB97M-V/def2-TZVPD", "lumo_ha": 0.140, "charge": -1, "symbols": ["S", "H", "C", "C", "S", "H", "H", "H", "H", "H", "H"], "coordinates": [[1.9296, -1.9225, -0.7853], [3.0011, -1.4157, -0.1840], [-0.3000, 0.4504, 0.9529], [-1.3081, 0.5004, -0.1748], [-0.3042, 0.3957, -1.7441], [0.3100, 1.4208, 1.0450], [0.2498, -0.6348, 0.7328], [-0.7623, 0.3726, 1.9639], [-1.9950, -0.3515, -0.1443], [-1.7147, 1.5614, -0.1250], [0.8938, -0.3768, -1.5371]], "lowdin_charge": [-0.063, -0.407, -0.286, -0.653, 0.459, 0.079, 0.037, 0.041, 0.047, 0.061, -0.314]}

Energy ordering: <w> at the bottom, the next structure 0.0174 hartree above.

<w>
{"formula": "CHI2P", "method": "ωB97M-V/def2-TZVPD", "lumo_ha": [-0.076, -0.060], "symbols": ["C", "P", "I", "I", "H"], "coordinates": [[1.7847, 0.4597, 1.9749], [0.2268, 1.0083, -0.2200], [2.6834, 1.9412, 3.0247], [3.1602, -0.7639, 0.9492], [-0.4946, -0.0355, 0.2703]], "lowdin_charge": [-1.447, 0.572, 0.653, 0.535, -0.313]}

<x>
{"formula": "CHI2P", "method": "ωB97M-V/def2-TZVPD", "lumo_ha": [-0.046, -0.036], "symbols": ["C", "P", "I", "I", "H"], "coordinates": [[-0.3432, 0.4572, 0.0353], [0.8110, -0.5964, -1.2605], [-1.9671, 1.4791, -0.5318], [0.1690, 0.1433, 2.0316], [1.3303, -1.4832, -0.2746]], "lowdin_charge": [-1.797, 0.614, 0.747, 0.656, -0.219]}

Energy ordering: <x> at the bottom, the next structure 0.1061 hartree above.